The following is a DFT calculation (wB97M-V/def2-TZVPD) of C17H21Cl3N6O2SV as an isolated structure.

Its expectation value of S² is 0.783. As for the charge: +2. The multiplicity is 2. As for the HOMO energy (alpha / beta): -14.203 / -14.237 eV.

The geometry in XYZ format:
```
51
C17H21Cl3N6O2SV, DFT wB97M-V/def2-TZVPD
V 0.34711 -1.01951 0.10098
Cl -1.34394 -6.65383 4.29865
C -1.00118 -5.15554 3.52511
C -0.45078 -5.17129 2.24730
C -0.19728 -3.94692 1.66884
Cl 0.54980 -3.81613 0.09006
C -0.47238 -2.75637 2.30541
O -0.17401 -1.57362 1.64917
C -1.00098 -2.75475 3.58215
Cl -1.32747 -1.27303 4.39926
C -1.27216 -3.96887 4.19516
H -0.22717 -6.10020 1.74492
H -1.69083 -3.98786 5.19120
C 2.81620 3.77289 2.34648
C 1.97198 4.77743 1.57064
C 2.53765 5.03551 0.17950
C 0.50170 4.39004 1.53333
N 0.26748 3.06606 0.89402
C 0.33593 1.85348 1.42029
N 0.11261 0.98480 0.45472
N -0.08164 1.70851 -0.67384
N 0.02302 2.94962 -0.41846
H 3.83079 4.14756 2.47083
H 2.90314 2.82378 1.80702
H 2.42115 3.57320 3.34508
H 1.96449 5.71957 2.12801
H 2.50146 4.13478 -0.43917
H 3.58177 5.33665 0.24805
H 1.99497 5.82496 -0.34009
H -0.10176 5.08920 0.95758
H 0.07737 4.30518 2.53385
H 0.51013 1.63419 2.46038
C 2.20477 -1.99514 -2.56967
C 1.59446 -1.35773 -1.39733
O 2.06337 -0.46029 -0.69963
H 2.65492 -1.23854 -3.21527
H 1.48492 -2.60781 -3.10409
H 3.01725 -2.62921 -2.19543
C -3.61503 -2.47755 -3.20081
N -2.74990 -1.30922 -3.40077
C -2.69877 -0.54108 -4.55484
C -1.81935 0.45585 -4.33669
N -1.34617 0.28667 -3.04770
C -1.92688 -0.78161 -2.48744
S -1.76637 -1.41155 -0.88154
H -3.90852 -2.84483 -4.17930
H -4.49486 -2.19360 -2.62855
H -3.05503 -3.24484 -2.67317
H -3.29018 -0.78632 -5.41853
H -1.49279 1.26105 -4.96863
H -0.76301 0.92627 -2.51705
```